(1)
Entry from the OMol25 dataset: a single CHClF2O2 molecule (ωB97M-V/def2-TZVPD).

Atoms and positions in Å:
C1 0.178 -0.230 -0.660
O1 -0.677 0.920 1.231
O2 0.289 0.954 0.283
F1 -0.683 0.124 -1.651
F2 -0.458 -1.292 -0.027
Cl1 1.759 -0.705 -1.046
H1 -0.407 0.230 1.870

Orbital gap (spin up / spin down) ... 5.862 / 8.408 eV
Highest occupied orbital energy (spin up / spin down) ... -5.22 / -11.78 eV
2S+1 ... 3
<S²> ... 2.008

(2)
Entry from the OMol25 dataset: a single CHClFNO molecule (ωB97M-V/def2-TZVPD).

Atoms and positions in Å:
C1 0.801 0.060 0.292
N1 -0.824 0.419 -0.133
O1 1.114 -0.846 0.961
F1 1.635 0.773 -0.396
Cl1 -1.645 -0.931 0.425
H1 -1.081 0.525 -1.150

SMILES ... O=C(F)NCl
Orbital gap ... 10.254 eV
Highest occupied orbital energy ... -9.98 eV

(3)
Entry from the OMol25 dataset: 2 unconnected molecules or ions with the total composition CHClFNO2 (ωB97M-V/def2-TZVPD).

Atoms and positions in Å:
C1 1.934 -0.206 -1.332
N1 1.259 0.943 -1.942
O1 0.536 0.643 -2.880
O2 1.506 2.046 -1.510
F1 1.445 -1.437 -1.425
Cl1 3.290 0.191 -0.345
H1 0.579 -0.852 1.257

Orbital gap (spin up / spin down) ... 9.530 / 9.736 eV
Highest occupied orbital energy (spin up / spin down) ... -11.49 / -9.75 eV

(4)
Entry from the OMol25 dataset: a molecular structure, CHClFNO2 (ωB97M-V/def2-TZVPD).

Atoms and positions in Å:
C1 -0.438 -0.223 -0.344
N1 -0.658 -1.641 0.238
O1 0.045 -2.057 1.103
O2 -1.584 -2.193 -0.255
F1 -0.275 -0.002 -1.600
Cl1 -2.550 0.773 -0.120
H1 0.231 0.503 0.280

Orbital gap ... 8.952 eV
Highest occupied orbital energy ... -11.14 eV

(5)
Entry from the OMol25 dataset: a molecular structure, CHClFO2S (ωB97M-V/def2-TZVPD).

Atoms and positions in Å:
C1 -0.220 -0.602 0.325
O1 -2.030 1.388 0.382
O2 -0.811 -0.628 1.497
F1 0.248 -1.891 -0.071
S1 -2.063 -0.082 0.361
Cl1 -4.750 -0.194 -0.082
H1 0.379 0.260 0.263

Orbital gap ... 8.124 eV
Highest occupied orbital energy ... -4.31 eV
Total charge ... -1

(6)
Entry from the OMol25 dataset: a molecular structure, CHClINO (ωB97M-V/def2-TZVPD).

Atoms and positions in Å:
C1 2.424 0.437 -2.083
N1 2.489 -0.440 -1.256
O1 2.281 1.099 -2.999
Cl1 -0.060 -2.544 2.454
I1 1.136 -1.233 -0.047
H1 -0.396 -3.323 3.001

Orbital gap ... 9.094 eV
Highest occupied orbital energy ... -9.60 eV

Asked for max |F| across the records above, the calculation gives 14.14 4.16 1.78 4.99 2.36 19.24 eV/Å in order.
Asked for energy across the records above, the calculation gives -848.7723 -728.6913 -803.7165 -803.8114 -1147.4373 -926.4842 Ha in order.
Asked for energy relative to the best compared isomer or geometry (same formula, charge and spin) across the records above, the calculation gives 54.8 23.7 105.5 46.1 24.7 28.1 kcal per mole in order.